Formula: C4H7N4
Source: the OMol25 dataset
Level of theory: wB97M-V/def2-TZVPD

Structure (ORCA input):
```
! wB97M-V def2-TZVPD RIJCOSX def2/J DEFGRID3
* xyz 1 1
H -0.62030 2.35737 -1.89244
N 0.38042 2.56693 -1.97447
C 1.16468 1.85535 -1.30794
C 2.47849 1.46379 -0.83413
C 1.43059 0.80573 -0.35929
N 0.99983 -0.28873 0.58815
C -0.32800 -0.57782 0.41572
N -1.04372 -0.98877 1.40440
N -0.92631 -0.58271 -0.76643
H 3.56550 1.66991 -0.68310
H 1.42180 -0.27101 1.52785
H -2.04758 -1.32653 1.23158
H -0.71670 -0.89963 2.27874
H -1.78815 -0.98480 -0.93031
H -0.24740 -0.61333 -1.46782
*
```

Summary:
Relative energy (zero: lowest compared OMol25 entry of this formula, charge and spin): 66.0 kcal/mol
Highest occupied orbital energy: -0.4789 hartree
LUMO level: -3.559 eV
Molar mass: 111.128 g mol⁻¹
HOMO-LUMO gap: 9.47 eV

Formula: C4H7N4
Source: the OMol25 dataset
Level of theory: wB97M-V/def2-TZVPD

Structure (ORCA input):
```
! wB97M-V def2-TZVPD RIJCOSX def2/J DEFGRID3
* xyz 1 1
C 2.24298 0.10345 -1.10552
C 0.88787 -0.00664 -0.80419
C -1.38432 0.28460 -1.00182
C -0.46310 -0.46454 1.22060
N 2.86748 0.12010 0.02884
N 2.02943 -0.06061 1.05924
N 0.75936 -0.14595 0.56142
N -1.59354 0.08797 0.45583
H 2.65709 0.28420 -2.15417
H -1.03716 1.26895 -1.35963
H -1.56987 -0.56406 -1.66144
H -0.68425 -1.60154 1.35643
H -0.42774 0.06313 2.17721
H -1.77579 1.02299 0.62574
H -2.50842 -0.39205 0.60146
*
```

Summary:
Relative energy (zero: lowest compared OMol25 entry of this formula, charge and spin): 152.3 kcal/mol
Highest occupied orbital energy (spin up / spin down): -0.5106 / -0.5106 hartree
LUMO level (spin up / spin down): -5.619 / -5.619 eV
Molar mass: 111.128 g mol⁻¹
HOMO-LUMO gap (spin up / spin down): 8.27 / 8.28 eV

Formula: C4H7N4
Source: the OMol25 dataset
Level of theory: wB97M-V/def2-TZVPD

Structure (ORCA input):
```
! wB97M-V def2-TZVPD RIJCOSX def2/J DEFGRID3
* xyz 1 1
C 2.03125 -0.43346 0.50975
C -0.14308 -1.53106 -0.15936
C -1.58719 1.41892 0.15471
C 0.76552 -0.86195 0.78370
N 2.95480 0.11246 0.00264
N 0.22172 -1.72051 -1.42213
N -1.43224 0.31841 -0.08146
N -2.03619 2.57268 0.66807
H -1.09188 -2.00068 0.24202
H 0.52216 -0.68452 1.82248
H -0.64422 -1.92401 -2.02056
H 1.09258 -1.34841 -1.71958
H 3.88070 0.14453 0.18879
H -1.55122 3.41606 0.35442
H -2.98271 2.52152 0.67651
*
```

Summary:
Relative energy (zero: lowest compared OMol25 entry of this formula, charge and spin): 59.7 kcal/mol
Highest occupied orbital energy: -0.4822 hartree
LUMO level: -4.079 eV
Molar mass: 111.128 g mol⁻¹
HOMO-LUMO gap: 9.04 eV

Formula: C4H7N4O2
Source: the OMol25 dataset
Level of theory: wB97M-V/def2-TZVPD

Structure (ORCA input):
```
! wB97M-V def2-TZVPD RIJCOSX def2/J DEFGRID3
* xyz 1 1
C -1.26568 0.59206 -2.76874
C -0.81721 -0.08988 -1.53230
O -0.79703 -1.25625 -1.27366
O -0.33520 0.79997 -0.51566
C 0.47301 0.25528 0.47033
N 0.50282 0.91957 1.71234
C 0.42823 0.01925 2.74534
N 0.38334 -1.19781 2.29654
N 0.49514 -1.20417 0.97036
N 1.57191 -0.67348 0.14958
H -2.14931 1.16872 -2.53940
H -1.50573 -0.15022 -3.57378
H -0.45218 1.36490 -2.99848
H 0.59784 1.97551 1.82668
H 0.20830 0.16273 3.80877
H 0.13556 -2.08307 0.67658
H 2.52619 -0.60312 0.54549
*
```

Summary:
Relative energy (zero: lowest compared OMol25 entry of this formula, charge and spin): 27.3 kcal/mol
Highest occupied orbital energy: -0.5510 hartree
LUMO level: -3.546 eV
Molar mass: 143.126 g mol⁻¹
HOMO-LUMO gap: 11.45 eV

Formula: C4H7N4OS
Source: the OMol25 dataset
Level of theory: wB97M-V/def2-TZVPD

Structure (ORCA input):
```
! wB97M-V def2-TZVPD RIJCOSX def2/J DEFGRID3
* xyz -1 1
C -0.16002 2.72625 2.03723
C 1.04883 -0.85046 -0.51791
C -1.22167 -1.83755 -1.34770
C -0.35529 -0.69357 -0.89018
N 0.88046 2.18666 1.39528
N -0.67602 1.83157 2.92878
N 1.02474 0.98382 1.92900
N 0.11709 0.76176 2.79460
O 0.96173 -0.83085 -3.21657
S 0.95852 0.09205 -2.08686
H -0.51424 3.78780 1.90169
H 1.35922 -0.05210 0.16289
H 1.61716 -1.72598 -0.45211
H -1.62948 -1.64938 -2.34551
H -2.02920 -2.00612 -0.68975
H -0.59038 -2.73472 -1.37260
H -0.79145 0.01083 -0.23025
*
```

Summary:
Relative energy (zero: lowest compared OMol25 entry of this formula, charge and spin): 0.0 kcal/mol
Highest occupied orbital energy: -0.1962 hartree
LUMO level: 3.420 eV
Molar mass: 159.194 g mol⁻¹
HOMO-LUMO gap: 8.76 eV

Formula: C4H7NO
Source: the OMol25 dataset
Level of theory: wB97M-V/def2-TZVPD

Structure (ORCA input):
```
! wB97M-V def2-TZVPD RIJCOSX def2/J DEFGRID3
* xyz 0 1
C -0.94609 -0.19355 0.24125
C 0.20360 0.06337 0.71252
C -0.72889 1.27128 0.73758
C -2.01513 -0.87856 -0.43862
N 3.32120 -0.11982 -0.26668
O 2.80392 0.18719 0.87792
H -0.53369 1.95344 -0.05800
H -1.16809 1.48837 1.69217
H -3.09670 -0.67432 0.01864
H -1.84470 -1.96771 -0.40706
H -2.05095 -0.57871 -1.58116
H 3.06018 0.49485 -1.00197
H 2.99534 -1.04584 -0.52659
*
```

Summary:
Relative energy (zero: lowest compared OMol25 entry of this formula, charge and spin): 196.7 kcal/mol
Highest occupied orbital energy (spin up / spin down): -0.3190 / -0.3390 hartree
LUMO level (spin up / spin down): 0.234 / -0.753 eV
Molar mass: 85.106 g mol⁻¹
HOMO-LUMO gap (spin up / spin down): 8.91 / 8.47 eV